1.
C5H10BNO2 | ωB97M-V with the def2-TZVPD basis set

Atoms and positions in Å:
O -2.517 3.056 0.370
O 0.577 -0.002 -0.147
N -3.226 0.857 0.914
C 1.945 -0.162 -0.475
C -2.861 1.987 0.663
C -0.240 -1.077 -0.575
C 2.822 0.447 0.600
C -1.669 -0.566 -0.622
B -2.271 -0.247 0.782
H 2.177 -1.230 -0.530
H 3.855 0.172 0.390
H 2.725 1.531 0.627
H -1.697 0.300 -1.286
H -2.288 -1.347 -1.080
H 2.563 0.062 1.585
H 2.186 0.309 -1.433
H 0.064 -1.401 -1.577
H -0.118 -1.930 0.102
H -2.044 -0.881 1.764

Summary:
Highest occupied orbital energy = -9.92 eV
Total charge = 0
Structure (SMILES) = CCOCCBN=C=O
HOMO-LUMO gap = 10.7 eV
Lowest unoccupied orbital energy = 0.8 eV

These are the Mulliken partial charges, in e, on atoms 1 to 6: O -0.43; O -0.28; N -0.48; C -0.29; C 0.74; C -0.37

=====

2.
C5H10BNO3 | ωB97M-V with the def2-TZVPD basis set

Atoms and positions in Å:
O 0.002 -3.164 2.289
O -3.217 1.576 -3.402
O 0.029 -0.894 -2.602
N 1.020 0.060 2.092
C 1.124 0.719 0.862
C 0.649 0.128 -0.183
C -0.748 -2.451 1.743
C -1.483 -1.853 0.891
C 1.983 2.017 0.856
B 0.403 -0.400 -1.393
H -0.802 -1.091 0.417
H 1.967 2.501 -0.152
H -2.208 1.831 -3.180
H 1.278 0.533 2.891
H -2.531 -1.844 0.746
H 0.953 -0.972 2.053
H 1.686 2.690 1.688
H 0.065 -1.806 -2.591
H 2.980 1.562 0.992
H -3.150 0.858 -4.016

Summary:
Highest occupied orbital energy (alpha / beta) = -5.15 / -8.87 eV
Total charge = 0
Spin multiplicity = 3
HOMO-LUMO gap (alpha / beta) = 5.4 / 7.1 eV
Lowest unoccupied orbital energy (alpha / beta) = 0.2 / -1.8 eV

These are the Mulliken partial charges, in e, on atoms 1 to 6: O -0.42; O -0.65; O -0.62; N -0.33; C 1.05; C -0.09